# 1
Here is an isolated ion of composition C4H11N2 and charge +1 in a non-equilibrium geometry from the Open Molecules 2025 dataset. Energies are from ωB97M-V/def2-TZVPD.

Each line ends with the Löwdin charge.
Atoms and positions in Å:
H -1.321 1.677 -0.139  0.12
C 0.753 0.874 -0.414  -0.20
H 0.871 1.564 1.715  0.13
N -0.804 -1.455 -1.324  0.03
H 0.919 -1.306 1.638  0.16
N 0.370 -0.459 1.616  0.19
C 1.202 0.802 1.032  -0.04
H -0.275 -1.669 -2.154  0.09
H -0.409 -0.435 0.977  0.08
H 1.211 0.045 -0.949  0.12
H 1.281 1.698 -0.885  0.13
H -1.527 -2.168 -1.313  0.09
C -0.733 0.885 -0.598  -0.12
H -2.302 0.018 -1.656  0.12
H -0.097 -0.322 2.507  0.16
H 2.191 0.403 1.156  0.12
C -1.329 -0.152 -1.210  -0.19

SMILES: N/C=C\CC[NH3+]
Relative energy (zero: lowest compared OMol25 entry of this formula, charge and spin) (kJ/mol): 194.4
DFT total energy (hartree): -268.23086
Net charge: +1
HOMO-LUMO gap (eV): 9.971
HOMO (eV): -13.2700


# 2
Here is an isolated ion of composition C4H11N2 and charge +1 in a non-equilibrium geometry from the Open Molecules 2025 dataset. Energies are from ωB97M-V/def2-TZVPD.

Each line ends with the Löwdin charge.
Atoms and positions in Å:
H -1.565 2.013 0.422  0.03
C -1.984 1.254 -0.111  0.03
H -1.891 -0.850 -0.680  0.05
N 1.023 -0.375 -0.506  0.03
H 0.436 0.077 1.487  0.17
H 1.756 1.240 -1.620  0.09
N -0.019 -1.846 1.070  0.06
C 0.038 -0.546 0.638  -0.30
H 1.827 -0.975 -0.366  0.17
C 1.563 1.046 -0.620  0.06
H -2.849 1.607 -0.589  0.06
C -1.584 -0.018 -0.166  0.02
H 0.496 -0.820 -1.223  0.15
H -0.169 -1.950 2.046  0.10
H 0.736 1.537 -0.095  0.09
H -0.279 -2.599 0.450  0.11
H 2.464 1.205 -0.136  0.09

SMILES: C=C[C@@H](N)[NH2+]C
Relative energy (zero: lowest compared OMol25 entry of this formula, charge and spin) (kJ/mol): 351.5
DFT total energy (hartree): -268.17102
Net charge: +1
HOMO-LUMO gap (eV): 10.440
HOMO (eV): -13.5725


# 3
Here is an isolated ion of composition C4H11N2 and charge +1 in a non-equilibrium geometry from the Open Molecules 2025 dataset. Energies are from ωB97M-V/def2-TZVPD.

Each line ends with the Löwdin charge.
Atoms and positions in Å:
H 2.097 -0.997 0.885  0.17
C -1.125 0.630 -0.318  -0.11
C 0.146 1.302 -0.805  -0.16
H 0.378 -0.831 0.756  0.10
C -1.264 -0.701 -0.359  -0.25
H 0.304 2.314 -0.448  0.11
H 0.086 1.391 -1.888  0.12
N 1.292 -0.382 0.762  0.20
H 2.144 1.304 -0.152  0.12
H -1.680 1.162 0.450  0.11
H -2.244 -2.322 0.452  0.10
H -0.866 -1.258 -1.196  0.13
N -1.742 -1.483 0.706  0.06
H -2.305 -0.902 1.322  0.10
C 1.435 0.537 -0.450  -0.12
H 1.455 0.258 1.537  0.17
H 1.887 -0.023 -1.256  0.13

SMILES: N/C=C/CC[NH3+]
Relative energy (zero: lowest compared OMol25 entry of this formula, charge and spin) (kJ/mol): 193.1
DFT total energy (hartree): -268.23135
Net charge: +1
HOMO-LUMO gap (eV): 9.218
HOMO (eV): -12.6135


# 4
Here is an isolated ion of composition C4H11N2 and charge +1 in a non-equilibrium geometry from the Open Molecules 2025 dataset. Energies are from ωB97M-V/def2-TZVPD.

Each line ends with the Löwdin charge.
Atoms and positions in Å:
N -0.547 -0.610 -1.199  0.06
C 1.081 0.832 -0.047  -0.23
H 1.340 -1.338 -0.656  0.14
H 0.171 1.418 -0.171  0.10
H 2.293 -0.149 1.390  0.09
N -2.467 0.071 0.025  0.18
C 1.300 0.334 1.382  -0.08
H -0.996 -0.078 -1.943  0.16
H 1.456 1.212 2.000  0.08
C 0.897 -0.396 -0.991  -0.16
H 1.905 1.394 -0.472  0.12
H -3.065 -0.467 0.656  0.13
H 0.584 -0.463 1.611  0.07
C -1.383 -0.769 -0.086  -0.08
H -2.170 0.907 0.519  0.13
H 1.359 -0.097 -1.929  0.13
H -1.757 -1.799 -0.087  0.17

SMILES: CCCNC=[NH2+]
Relative energy (zero: lowest compared OMol25 entry of this formula, charge and spin) (kJ/mol): 341.9
DFT total energy (hartree): -268.17466
Net charge: +1
HOMO-LUMO gap (eV): 8.496
HOMO (eV): -15.0019


# 5
Here is a 2-piece molecular cluster, C4H11N2 overall in a non-equilibrium geometry from the Open Molecules 2025 dataset. Energies are from ωB97M-V/def2-TZVPD.

Each line ends with the Löwdin charge.
Atoms and positions in Å:
C 0.105 0.086 -1.901  -0.04
H -1.893 -0.939 0.307  0.09
H 0.577 2.049 -1.092  0.14
H 0.597 -0.876 2.144  0.10
H -0.853 1.253 -0.371  0.13
N 0.928 0.571 0.329  -0.10
N 1.980 0.886 0.791  0.23
H -1.724 -1.732 1.864  0.12
H -1.727 0.014 1.819  0.10
C 0.164 1.094 -0.745  -0.20
C 0.052 -1.008 1.218  0.05
H 2.468 1.696 0.375  0.13
H -0.658 0.406 -2.607  0.09
C -1.399 -0.866 1.272  -0.10
H 1.060 0.033 -2.420  0.09
H -0.151 -0.908 -1.550  0.07
H 0.474 -1.759 0.565  0.10

Relative energy (zero: lowest compared OMol25 entry of this formula, charge and spin) (kJ/mol): 360.7
DFT total energy (hartree): -268.16752
Net charge: +1
HOMO-LUMO gap (eV): 10.655
HOMO (eV): -15.2224


# 6
Here is an isolated ion of composition C4H11N2 and charge +1 in a non-equilibrium geometry from the Open Molecules 2025 dataset. Energies are from ωB97M-V/def2-TZVPD.

Each line ends with the Löwdin charge.
Atoms and positions in Å:
H 1.579 -1.372 -1.521  0.08
H 0.607 -2.914 -1.603  0.09
H 1.712 0.185 0.638  0.13
H -1.674 1.400 -0.187  0.10
H -1.121 -1.980 -0.228  0.11
C 0.582 -1.834 -1.488  -0.07
C -0.319 -0.068 0.164  -0.34
H 1.087 2.080 1.932  0.18
H -0.355 2.231 1.155  0.15
N 0.635 2.029 1.013  0.20
H 1.137 2.697 0.421  0.17
C 0.772 0.666 0.431  -0.07
H 0.341 -2.018 0.671  0.12
H -2.212 -0.153 -0.492  0.11
N -1.603 0.424 0.063  0.14
H 0.100 -1.298 -2.284  0.07
C -0.136 -1.523 -0.162  -0.19

SMILES: CC/C(N)=C/[NH3+]
Relative energy (zero: lowest compared OMol25 entry of this formula, charge and spin) (kJ/mol): 140.8
DFT total energy (hartree): -268.25125
Net charge: +1
HOMO-LUMO gap (eV): 9.654
HOMO (eV): -13.3775